DFT (wB97M-V/def2-TZVPD) results for a single H3NO molecule in a non-equilibrium geometry.

```
5
H3NO (wB97M-V/def2-TZVPD)
H 0.954 0.480 0.741
H -1.043 -0.604 0.706
H -1.080 0.903 -0.003
N -0.647 -0.046 -0.111
O 0.713 -0.057 -0.083
```

The value obtained for the total energy is -131.712734 hartree. The HOMO-LUMO gap is 0.3883 Ha. For the energy above the lowest of the compared OMol25 structures with the same formula, charge and spin, the calculation gives 4.8 kcal per mole. The SMILES is NO.